1.
This record from OMol25 describes a molecular structure, C31H46BN8O5S3Sn in a non-equilibrium geometry. The level of theory is ωB97M-V with the def2-TZVPD basis set.

Structure (XYZ):
```
95
Properties=species:S:1:pos:R:3:forces:R:3:mulliken_charge:R:1
Sn 0.1357 0.9001 0.5723 0.143 0.158 0.231 0.57
C -2.0935 1.7831 -5.6605 0.031 0.009 0.024 -1.68
C -2.2802 1.4948 -4.1694 -0.016 0.016 -0.088 1.50
C -1.7997 2.6905 -3.3525 0.056 -0.017 0.067 -2.05
C -3.7698 1.2909 -3.8411 0.063 -0.054 0.013 -1.62
N -1.5728 0.2196 -3.8634 -0.102 -0.051 0.012 0.60
C -2.1521 -0.9935 -4.2346 -0.018 0.144 0.097 -0.39
C -1.3856 -1.9713 -3.7389 0.098 -0.010 0.111 -1.15
N -0.3217 -1.3951 -3.0713 0.049 -0.012 -0.100 0.02
B 0.5875 -2.2953 -2.2042 -0.111 0.116 -0.080 0.42
N 2.0624 -1.8000 -2.2398 0.044 -0.015 0.126 0.22
C 2.6698 -1.8067 -3.4794 -0.105 -0.069 0.121 -1.61
C 3.8414 -1.1672 -3.3816 0.068 0.133 0.107 0.00
N 3.9789 -0.7568 -2.0590 -0.057 -0.019 -0.036 0.52
C 2.8663 -1.1552 -1.3571 0.235 -0.078 -0.507 -0.24
S 2.5534 -0.9344 0.2990 0.137 -1.857 -1.672 0.28
C 5.0908 0.0987 -1.5661 0.079 0.062 0.012 1.43
C 6.0893 0.3335 -2.6998 -0.054 -0.031 -0.032 -2.36
C 4.5306 1.4564 -1.1367 -0.127 -0.109 0.027 -1.02
C 5.8325 -0.5957 -0.4230 -0.073 -0.039 -0.001 -1.21
N 0.0184 -2.5484 -0.7754 0.209 -0.219 0.008 0.76
C 0.5469 -3.6122 -0.0700 -0.001 0.027 -0.075 -1.54
C -0.2071 -3.8109 1.0181 -0.019 0.095 0.088 -0.26
N -1.2246 -2.8673 1.0003 -0.071 -0.075 0.051 0.78
C -1.0529 -2.0789 -0.1025 -0.216 0.134 0.187 -0.20
S -1.9419 -0.6624 -0.5186 -0.117 -0.303 0.039 -0.32
C -2.3054 -2.9525 2.0413 -0.052 -0.055 -0.085 1.48
C -3.4539 -1.9667 1.8501 0.089 0.042 -0.048 -2.16
C -1.7042 -2.7242 3.4268 0.108 0.054 -0.020 -1.51
C -2.8894 -4.3703 1.9442 0.011 0.017 -0.064 -1.75
C -0.4113 -0.0360 -3.1766 -0.053 -0.053 -0.163 0.14
S 0.7511 1.0730 -2.6472 0.069 -0.129 -0.228 -0.34
H -2.6589 2.6740 -5.9442 0.020 -0.019 0.005 0.43
H -1.0369 1.9530 -5.8746 -0.020 0.008 -0.004 0.34
H -2.4395 0.9433 -6.2672 -0.007 0.020 -0.001 0.36
H -2.4663 3.5275 -3.5752 -0.018 -0.031 -0.013 0.54
H -1.8408 2.4878 -2.2819 0.019 0.016 -0.009 0.39
H -0.7806 2.9719 -3.5954 -0.036 0.000 0.025 0.41
H -4.2724 2.2583 -3.8291 0.014 -0.009 -0.037 0.47
H -4.2777 0.6628 -4.5740 -0.003 -0.018 0.014 0.42
H -3.8723 0.8330 -2.8557 -0.014 0.027 -0.008 0.26
H -3.0644 -1.0562 -4.7965 0.017 0.036 0.003 0.47
H -1.5085 -3.0397 -3.7809 0.028 0.034 0.004 0.59
H 0.5815 -3.3813 -2.7517 0.036 0.017 -0.012 -0.22
H 2.1928 -2.2551 -4.3335 -0.002 0.016 0.036 0.54
H 4.5667 -0.9577 -4.1423 0.027 -0.001 0.036 0.48
H 5.6380 0.8866 -3.5254 0.024 -0.011 0.004 0.48
H 6.9117 0.9299 -2.3045 -0.015 0.000 0.000 0.46
H 6.5029 -0.6046 -3.0747 0.015 0.018 -0.003 0.50
H 3.9957 1.9201 -1.9683 0.026 0.000 0.018 0.31
H 3.8305 1.3346 -0.3128 0.096 0.157 -0.093 0.06
H 5.3467 2.1103 -0.8208 -0.031 -0.028 0.000 0.49
H 6.2870 -1.5249 -0.7762 -0.010 0.020 0.010 0.39
H 6.6223 0.0630 -0.0544 -0.021 -0.026 -0.011 0.47
H 5.1525 -0.8276 0.3935 0.050 0.000 0.008 0.03
H 1.4353 -4.1193 -0.4024 -0.013 0.021 -0.004 0.58
H -0.0761 -4.5069 1.8256 -0.044 0.028 -0.014 0.53
H -3.1157 -0.9370 1.9370 -0.018 -0.009 -0.016 0.30
H -3.9443 -2.0851 0.8853 -0.005 0.008 0.013 0.40
H -4.1782 -2.1729 2.6432 0.024 -0.009 0.000 0.55
H -1.5031 -1.6663 3.5793 0.086 0.028 -0.008 0.09
H -2.4156 -3.0701 4.1815 0.003 0.016 -0.023 0.55
H -0.7562 -3.2415 3.5662 -0.006 -0.009 0.021 0.36
H -3.2527 -4.5615 0.9319 0.005 -0.007 0.023 0.36
H -2.1574 -5.1366 2.2001 -0.010 0.005 -0.001 0.41
H -3.7273 -4.4598 2.6374 0.015 -0.001 -0.005 0.46
C 3.8133 -0.1762 3.4309 0.093 -0.051 0.086 -1.61
C 2.4434 0.4104 3.1313 0.023 0.245 -0.184 1.86
C 1.9966 1.4004 4.1986 -0.036 -0.025 -0.052 -1.85
O 2.4916 1.1406 1.8977 -0.207 1.260 1.618 -0.69
C 1.3727 -0.7128 3.0858 0.026 -0.031 -0.072 0.05
O 1.4816 -1.6366 3.8879 -0.162 -0.037 -0.002 -0.74
O 0.4265 -0.5717 2.2308 -0.406 0.053 0.320 0.14
H 4.5363 0.6257 3.5966 -0.008 0.024 -0.032 0.35
H 4.1493 -0.7928 2.5920 -0.014 0.042 0.120 0.26
H 3.7559 -0.8106 4.3128 0.019 0.009 0.024 0.39
H 2.7148 2.2193 4.2816 0.000 -0.036 -0.026 0.49
H 1.9121 0.8863 5.1553 -0.025 0.028 0.053 0.35
H 1.0220 1.8119 3.9237 0.027 0.001 0.051 0.20
H 2.9145 0.5639 1.2399 0.252 0.181 -0.121 -0.26
O -0.5018 3.3691 0.4709 -0.068 0.212 -0.056 -0.37
N -1.4343 3.7670 1.2028 0.061 0.009 -0.011 -0.59
N -1.9185 2.8603 1.9736 -0.386 -0.126 0.318 1.02
O -1.4958 1.6085 2.0118 0.126 0.192 -0.017 -0.40
C -3.0021 3.2143 2.8359 0.084 -0.015 -0.070 0.09
C -3.4694 4.5243 2.9170 0.051 0.007 -0.036 -0.37
C -4.5166 4.8176 3.7732 0.002 -0.009 -0.008 -0.46
C -5.1034 3.8225 4.5459 -0.028 -0.025 0.020 -0.45
C -4.6317 2.5224 4.4533 0.022 0.044 -0.035 -0.57
C -3.5812 2.2122 3.6003 0.013 -0.084 0.023 -0.29
H -3.0080 5.2911 2.3131 -0.010 0.004 0.017 0.44
H -4.8777 5.8365 3.8387 0.008 0.000 -0.009 0.35
H -5.9220 4.0609 5.2136 0.011 0.003 -0.008 0.37
H -5.0802 1.7365 5.0478 0.004 0.000 0.001 0.37
H -3.1953 1.2070 3.5146 0.003 0.018 0.003 0.34
```
Forces are in eV/Å.

Results
**Highest occupied orbital energy**: -3.65 eV
**Total charge**: -1
**Relative energy (zero: lowest compared OMol25 entry of this formula, charge and spin)**: 6.1 kcal/mol

***

2.
This record from OMol25 describes a molecular structure, C35H24N8O9PbS2. The level of theory is ωB97M-V with the def2-TZVPD basis set.

Structure (XYZ):
```
79
Properties=species:S:1:pos:R:3:forces:R:3:mulliken_charge:R:1
Pb -0.3350 -0.0261 -0.9258 0.415 -0.052 0.072 1.21
N 3.1839 -1.7884 2.0561 -0.011 0.051 -0.011 -0.53
C 2.5665 -1.4805 0.8666 -0.048 0.060 -0.084 0.35
S 0.9210 -1.9833 0.7248 -0.068 -0.008 -0.060 -0.40
N 3.3496 -0.8979 -0.0158 -0.011 -0.065 0.083 -1.04
N 2.7027 -0.5764 -1.1620 -0.104 0.065 -0.059 0.89
C 3.4209 -0.1910 -2.1507 0.048 -0.046 -0.008 -0.57
C 4.9130 -0.1375 -2.1106 0.000 0.019 0.001 -0.30
C 5.5683 0.7764 -1.2905 0.010 -0.018 0.009 0.05
C 6.9533 0.8350 -1.2629 -0.026 0.001 0.011 -0.66
C 7.7041 -0.0276 -2.0509 0.003 -0.010 -0.011 -0.32
C 7.0596 -0.9473 -2.8657 0.006 -0.006 0.001 -0.68
C 5.6726 -0.9986 -2.8961 -0.021 0.021 0.008 0.15
C 2.7162 0.2185 -3.3935 0.031 0.033 -0.025 0.57
C 3.4027 0.7882 -4.4664 0.010 -0.027 0.008 -0.61
C 2.6865 1.1524 -5.5975 0.002 -0.011 0.033 -0.58
C 1.3197 0.9460 -5.6253 -0.033 0.002 -0.029 -0.75
C 0.7087 0.3878 -4.5052 0.017 0.037 0.011 -0.03
N 1.3932 0.0374 -3.4233 0.002 0.007 0.030 0.00
H 2.5557 -1.8997 2.8344 0.015 -0.010 0.001 0.24
H 4.0294 -1.2650 2.2270 0.002 -0.009 0.004 0.27
H 4.9786 1.4251 -0.6559 0.010 0.004 -0.001 0.24
H 7.4497 1.5488 -0.6165 -0.005 0.003 -0.002 0.39
H 8.7863 0.0135 -2.0246 0.000 -0.001 -0.004 0.37
H 7.6366 -1.6300 -3.4777 0.003 0.002 0.000 0.36
H 5.1669 -1.7150 -3.5327 0.004 -0.003 0.000 0.45
H 4.4717 0.9429 -4.4096 -0.011 0.008 -0.016 0.41
H 3.1965 1.5971 -6.4442 0.007 0.001 0.001 0.39
H 0.7206 1.2149 -6.4852 0.008 -0.002 -0.002 0.43
H -0.3664 0.2216 -4.4621 -0.038 -0.046 -0.034 0.45
O -2.4742 -0.0383 -4.1164 -0.022 0.043 -0.047 -0.84
C -2.4950 -0.6433 -3.0392 0.078 -0.086 0.051 -0.09
O -1.4926 -1.2714 -2.5386 -0.123 -0.002 0.079 -0.79
C -3.7846 -0.7350 -2.2618 0.083 -0.059 0.018 -0.02
C -4.8426 -1.1499 -2.9881 -0.084 0.048 -0.020 -0.36
C -6.1392 -1.4218 -2.4416 0.109 0.069 0.105 -0.85
C -6.3597 -1.1930 -1.1031 -0.010 0.077 -0.059 -0.44
C -5.3187 -0.7266 -0.3317 0.222 -0.070 0.079 -0.28
C -3.9004 -0.4776 -0.7815 -0.100 0.051 -0.085 1.77
O -2.9852 -1.0867 0.1315 -0.044 0.068 0.130 -0.78
N -5.4098 -0.4462 0.9881 -0.320 -0.123 0.028 0.52
O -6.4947 -0.4544 1.5664 0.000 -0.047 -0.056 -0.76
O -4.2417 -0.9063 3.3355 0.096 0.040 -0.005 -0.43
N -7.1721 -1.9202 -3.2634 -0.137 -0.034 -0.073 0.99
O -8.2881 -2.1260 -2.7736 0.036 -0.008 0.000 -0.71
O -6.9377 -2.1352 -4.4557 0.013 0.008 0.007 -0.70
H -4.6990 -1.2878 -4.0504 -0.006 -0.022 0.005 0.60
H -7.3172 -1.3679 -0.6331 -0.016 0.002 -0.035 0.58
O -3.5197 0.8622 -0.3597 -0.316 0.136 -0.018 -0.70
S -3.0649 0.3911 1.2285 0.834 -0.135 -0.143 1.45
O -3.7186 1.4814 1.9495 -0.010 0.021 0.012 -0.81
N -1.4481 0.7190 1.1374 -0.349 -0.002 0.017 -0.13
C -0.8083 1.3207 2.1880 0.007 0.010 0.010 0.22
C -1.3056 1.5730 3.4669 0.081 0.021 0.040 -0.57
C -0.5020 2.0726 4.5005 -0.050 -0.015 -0.012 -0.82
C 0.8158 2.3914 4.3233 0.034 0.010 0.021 -1.15
C 1.3576 2.2554 3.0284 -0.069 -0.011 -0.054 1.77
C 2.6792 2.6458 2.7205 -0.003 0.006 0.008 -0.88
C 3.1409 2.5717 1.4393 0.011 0.014 -0.012 -0.80
C 2.2675 2.0880 0.4484 -0.020 0.028 0.027 -0.42
N 1.0479 1.6924 0.7032 0.112 -0.077 -0.022 -0.16
C 0.5611 1.7484 1.9674 -0.045 0.029 0.035 -0.45
C -3.0725 -0.8466 2.6047 -0.260 0.104 0.023 0.28
C -2.0367 -1.6179 2.9175 0.032 -0.012 0.056 0.61
C -1.9833 -2.3949 4.1435 0.000 0.020 0.010 -0.90
C -2.5503 -2.0366 5.3111 0.074 -0.067 0.031 -0.36
C -3.3389 -0.8322 5.5112 -0.078 0.024 -0.083 -0.15
C -4.0766 -0.2780 4.5473 -0.006 -0.044 0.016 -0.64
H -2.3381 1.3861 3.6879 -0.024 -0.031 -0.040 0.45
H -0.9660 2.1990 5.4732 0.031 0.010 0.011 0.38
H 1.4340 2.7707 5.1286 -0.009 -0.004 0.006 0.34
H 3.3073 3.0199 3.5224 0.011 0.003 -0.008 0.37
H 4.1466 2.8747 1.1767 0.003 0.001 0.011 0.38
H 2.5944 2.0188 -0.5847 -0.017 -0.005 0.003 0.78
H -1.1675 -1.6215 2.2742 -0.001 0.008 -0.021 0.16
H -1.3449 -3.2727 4.1332 0.011 0.004 0.002 0.39
H -2.3432 -2.6460 6.1855 -0.004 0.019 0.011 0.35
H -3.3165 -0.3381 6.4759 0.009 -0.024 0.021 0.38
H -4.6313 0.6486 4.6493 0.020 0.004 -0.007 0.49
```
Forces are in eV/Å.

Results
**Highest occupied orbital energy**: -2.18 eV
**Total charge**: -2
**Relative energy (zero: lowest compared OMol25 entry of this formula, charge and spin)**: 125.1 kcal/mol

***

3.
This record from OMol25 describes a molecular structure, C12H4CsF5NO2S in a non-equilibrium geometry. The level of theory is ωB97M-V with the def2-TZVPD basis set.

Structure (XYZ):
```
26
Properties=species:S:1:pos:R:3:forces:R:3:nbo_charge:R:1
Cs -0.1727 -0.2429 -1.0009 0.239 -0.585 0.949 0.97
O -1.4282 2.4643 -4.7015 -0.050 0.032 -0.065 -0.71
C -1.0494 2.1146 -3.5818 0.079 0.178 0.135 0.75
O -0.8434 0.9665 -3.1173 -0.363 0.307 -1.106 -0.85
C -0.7666 3.2527 -2.5707 -0.043 0.047 -0.128 0.10
C -0.9324 4.5823 -2.9538 0.010 -0.135 0.015 -0.23
C -0.6604 5.5847 -2.0432 -0.036 0.058 -0.100 -0.18
C -0.2290 5.2345 -0.7721 0.038 -0.065 0.106 -0.28
C -0.0970 3.8875 -0.4784 -0.039 0.045 -0.015 0.02
N -0.3599 2.9134 -1.3480 0.070 0.062 0.148 -0.45
H -1.2697 4.7688 -3.9631 0.000 0.041 -0.009 0.25
H -0.7830 6.6243 -2.3235 0.017 0.012 0.042 0.21
H 0.0030 5.9746 -0.0177 -0.013 0.037 -0.034 0.21
H 0.2341 3.5709 0.5065 0.009 0.029 0.002 0.18
F -0.5568 -6.0944 4.0802 0.012 0.008 -0.004 -0.31
C 0.0504 -5.2274 3.2508 -0.073 0.013 -0.030 0.22
C -0.6692 -4.2207 2.6328 0.157 -0.136 0.075 0.26
F -1.9874 -4.1101 2.8663 -0.004 -0.012 0.011 -0.31
C -0.0369 -3.3353 1.7792 -0.222 0.025 0.058 0.28
F -0.8625 -2.4030 1.2356 0.388 0.041 -0.105 -0.34
C 1.3296 -3.3802 1.4897 0.566 0.579 -0.662 -0.23
S 2.2237 -2.2794 0.4136 -0.680 -0.558 0.626 -0.53
C 2.0086 -4.4225 2.1300 0.065 -0.273 0.229 0.28
F 3.3243 -4.5969 1.9359 -0.060 0.069 -0.031 -0.30
C 1.4045 -5.3267 2.9874 -0.037 0.205 -0.143 0.30
F 2.1263 -6.2996 3.5642 -0.029 -0.023 0.033 -0.31
```
Forces are in eV/Å.

Results
**Highest occupied orbital energy**: -4.42 eV
**Total charge**: -1
**Relative energy (zero: lowest compared OMol25 entry of this formula, charge and spin)**: 1.7 kcal/mol